Formula: C4H2S3
Source: the Open Molecules 2025 dataset
Level of theory: ωB97M-V with the def2-TZVPD basis set

Summary:
**Net charge**: -2
**E_tot**: -1348.07204 hartree
**Highest occupied orbital energy**: 0.16 eV

Cartesian coordinates (Å):
C -1.42397 0.21701 -0.32290
C 1.39922 -1.17577 -0.39598
C -1.18701 0.90672 0.74847
C 2.25158 -0.33012 -0.25006
S -1.25767 2.03776 1.86139
S 3.43183 0.81392 0.06973
S -2.75127 -0.94625 0.02863
H -0.90350 0.16873 -1.24016
H 0.44079 -1.69200 -0.49912

Cartesian forces (eV/Å) of the 2 atoms listed first:
-1.1 -0.9 1.3
-1.6 -1.1 -0.4


Formula: C4H30BO23
Source: the Open Molecules 2025 dataset
Level of theory: ωB97M-V with the def2-TZVPD basis set

Summary:
**Net charge**: -1
**E_tot**: -1926.15369 hartree
**Highest occupied orbital energy**: -7.66 eV

Cartesian coordinates (Å):
O -0.22074 -0.95447 -2.76746
C -0.32490 -0.48204 -1.67715
O -0.88711 -0.99119 -0.59837
B -0.59609 -0.14274 0.56526
O 0.15951 0.99922 0.04027
C 0.37550 0.81713 -1.24780
O 1.09203 1.45814 -1.96174
O 0.22139 -0.79352 1.63177
C -0.27335 -0.42939 2.81006
O 0.25152 -0.52367 3.87982
C -1.65589 0.17309 2.57202
O -1.84826 0.23374 1.26468
O -2.40976 0.57041 3.41328
O 3.46788 2.23137 -3.59655
H 3.13102 1.96374 -4.45956
H 3.14857 1.55024 -2.99469
O 1.22940 0.53132 -5.02303
H 1.20770 -0.33168 -5.45335
H 1.21033 0.32362 -4.07524
O 3.02397 0.64603 2.99159
H 2.72464 0.72492 3.90315
H 3.51131 -0.18257 2.96956
O -3.22118 -1.55820 -4.31635
H -2.63117 -1.93447 -3.65586
H -2.83517 -0.67891 -4.52598
O 1.72845 -3.59246 -3.96574
H 1.63546 -3.15663 -3.11078
H 2.60443 -3.98997 -3.94596
O -2.87264 0.05078 6.35920
H -2.18545 0.51151 5.86489
H -3.27303 -0.53030 5.70597
O 3.89603 0.13857 -0.05971
H 3.05285 0.60630 -0.03022
H 4.54666 0.81927 -0.25891
O -4.98384 1.65676 2.94797
H -4.03348 1.68138 3.14625
H -5.29169 0.85589 3.38014
O -3.33639 -2.98552 -1.89312
H -2.69182 -2.96476 -1.17676
H -3.48686 -3.92099 -2.06222
O 0.01029 4.11818 1.01850
H 0.49922 4.08809 0.17140
H 0.37437 3.39671 1.53965
O 2.14180 -3.17548 1.41100
H 3.01050 -2.76221 1.42917
H 1.52849 -2.45197 1.59720
O -1.67438 0.48020 -5.12399
H -1.54269 0.26057 -6.05051
H -0.78756 0.66298 -4.77130
O -3.52072 -2.23848 1.41523
H -2.68013 -2.70637 1.38503
H -3.37546 -1.44158 0.88907
O 2.44054 0.69028 5.93132
H 2.25859 0.47250 6.85000
H 1.97346 0.01225 5.42290
O 1.72060 4.23007 -1.12580
H 2.07639 3.37458 -0.85861
H 2.38688 4.58973 -1.71960

Cartesian forces (eV/Å) of the 2 atoms listed first:
-0.3 -0.3 -0.2
0.5 0.3 0.4


Formula: C4H30N2O11S
Source: the Open Molecules 2025 dataset
Level of theory: ωB97M-V with the def2-TZVPD basis set

Summary:
**E_tot**: -1505.68136 hartree
**Highest occupied orbital energy**: -9.14 eV
**Structure (SMILES)**: CN[C@@H](CS)C(N)=O.O.O.O.O.O.O.O.O.O.O

Cartesian coordinates (Å):
C -0.67456 -1.85549 -0.32945
N 0.03457 -1.19144 -1.44288
C -0.83302 -0.40417 -2.31064
C -2.04318 -1.13990 -2.79400
S -1.79875 -2.37486 -4.08117
C -1.39041 0.85650 -1.53776
N -0.58953 1.52871 -0.61100
O -2.59740 1.07002 -1.51895
H -0.04073 -2.62119 0.08300
H -1.58472 -2.28142 -0.75160
H -0.98315 -1.15535 0.41680
H 0.67449 -1.79196 -1.93572
H -0.36665 0.00957 -3.25358
H -2.71081 -1.52124 -1.99271
H -2.75943 -0.40016 -3.21284
H -2.01663 -3.50801 -3.38400
H -1.20332 2.00590 0.04128
H 0.32202 1.05537 -0.37183
O 1.79499 2.33778 1.90625
H 1.22748 2.51826 2.67356
H 1.21231 1.70341 1.46057
O -0.51256 1.06136 3.74907
H -1.27266 0.51940 3.49089
H 0.15363 0.37164 3.63680
O -4.66394 -0.91295 -0.14236
H -3.70686 -0.89116 -0.08337
H -4.95689 -0.59767 -1.01083
O -0.10138 3.86322 -2.94857
H 0.75290 4.23919 -2.73587
H -0.09973 2.90600 -2.91810
O 3.63035 -1.02991 0.95516
H 2.80706 -0.63007 1.24734
H 4.24608 -0.39385 1.33814
O 1.94462 0.49650 -0.41012
H 2.48257 1.31384 -0.44449
H 1.97335 0.08894 -1.28423
O 3.54257 0.53332 3.15730
H 3.23665 1.30890 2.61430
H 3.36423 1.08342 3.94364
O 0.18855 -1.75129 3.25321
H 1.15301 -1.86841 3.19331
H 0.00744 -2.61098 2.84184
O -2.52875 -2.50193 1.50263
H -3.19300 -3.20607 1.52388
H -3.10315 -1.72874 1.40818
O 4.04034 2.48675 -0.78780
H 3.61543 1.86096 -1.39875
H 3.32656 3.14925 -0.74452

Cartesian forces (eV/Å) of the 2 atoms listed first:
0.1 0.2 -2.1
0.3 0.9 0.0


Formula: C4H30O11
Source: the Open Molecules 2025 dataset
Level of theory: ωB97M-V with the def2-TZVPD basis set

Summary:
**E_tot**: -997.44248 hartree
**Highest occupied orbital energy**: -8.20 eV

Cartesian coordinates (Å):
C 1.10534 -1.63268 2.46870
O 1.14108 -1.37738 3.85424
H 2.13822 -1.53141 2.13552
H 0.67952 -2.59157 2.17323
H 0.49240 -0.89477 1.95113
H 1.60852 -2.09901 4.28128
C 2.03037 -1.15196 -2.78315
O 1.58149 -0.10932 -1.92294
H 1.46030 -1.08487 -3.70978
H 3.04923 -0.92811 -3.09925
H 1.96470 -2.10821 -2.26414
H 2.02933 -0.33791 -1.10514
C 0.74283 1.78876 2.98992
O 0.28267 1.14246 1.81126
H -0.02476 2.25979 3.60396
H 1.35721 1.06526 3.52581
H 1.45786 2.59430 2.82273
H -0.30212 0.44231 2.11027
C -3.76254 -0.07912 -1.47420
O -2.48545 -0.32626 -1.04247
H -4.14750 0.71889 -0.83931
H -3.69963 0.28143 -2.50092
H -4.39249 -0.96813 -1.44376
H -1.94409 0.46646 -1.05344
O -1.31170 1.43238 -1.45904
H -0.35915 1.39876 -1.54706
H -1.63796 1.37195 -2.35689
O -1.12318 -1.19972 -2.50032
H -2.00069 -1.27588 -2.12562
H -0.53565 -1.24074 -1.74576
O 0.72883 1.53154 -1.26386
H 1.27399 0.92524 -1.76529
H 1.22473 1.69241 -0.46110
O 2.67848 0.05055 -0.24894
H 3.60481 0.28635 -0.19850
H 2.22561 0.75693 0.21169
O -1.28752 -1.24263 1.62429
H -0.78735 -0.76122 0.96527
H -1.09914 -2.16346 1.44316
O -1.72785 1.77209 0.59141
H -1.53628 1.47738 -0.29891
H -0.87359 1.80645 1.02186
O -0.19570 -0.17767 0.14166
H 0.64663 -0.56854 -0.09057
H -0.26959 0.58870 -0.42707

Cartesian forces (eV/Å) of the 2 atoms listed first:
1.3 0.4 -0.4
-0.6 0.0 0.4


Formula: C4H30O13S2
Source: the Open Molecules 2025 dataset
Level of theory: ωB97M-V with the def2-TZVPD basis set

Summary:
**E_tot**: -1944.80988 hartree
**Highest occupied orbital energy**: -9.31 eV
**Structure (SMILES)**: CSSCCC(=O)O.O.O.O.O.O.O.O.O.O.O.O

Cartesian coordinates (Å):
C -1.29392 -1.97644 3.83719
S 0.31922 -2.52198 3.25788
S 0.16564 -2.12829 1.23676
C 1.12267 -0.63539 0.83258
C 0.41445 0.53172 0.14799
C -0.14912 0.17331 -1.21312
O -1.23271 -0.12430 -1.58910
O 0.75919 0.48676 -2.11613
H -1.74216 -2.72849 4.47106
H -1.42901 -1.05485 4.42313
H -2.00403 -1.89807 2.94549
H 2.00689 -0.90966 0.14071
H 1.73974 -0.08929 1.56924
H 1.11873 1.46422 0.09193
H -0.45893 1.10998 0.70305
H 0.43033 0.51985 -3.03341
O -2.82874 0.86566 2.62581
H -1.98124 1.16190 2.83239
H -3.48332 1.38058 2.99006
O -2.26644 4.39051 0.12423
H -1.40500 4.24171 0.16199
H -2.63104 4.59170 -0.75204
O 1.85897 -1.85740 -3.11911
H 1.52028 -2.00929 -3.99873
H 1.00127 -1.86439 -2.52052
O -1.38667 4.01732 -2.57457
H -1.16239 3.70130 -3.47226
H -0.59098 3.71135 -2.12556
O 4.90042 -0.02493 1.55318
H 4.21918 -0.70340 1.41654
H 5.45767 -0.12630 0.73183
O -2.35573 -4.55505 -1.39525
H -2.51728 -3.68933 -1.76392
H -2.11245 -4.49288 -0.41967
O -3.65596 -1.41228 1.37443
H -3.12057 -1.24771 0.63842
H -3.32329 -0.73272 1.95935
O 1.60553 3.15139 -2.13230
H 1.99033 2.23717 -2.28722
H 2.10611 3.78986 -2.59722
O 4.06354 -2.05449 -0.57461
H 3.35207 -1.94183 -1.29067
H 4.43937 -2.99244 -0.43936
O -0.74967 -0.44265 -4.40596
H -1.23784 0.24404 -5.02006
H -1.28193 -0.43688 -3.58966
O 0.50437 1.25154 4.31651
H -0.07428 0.98548 3.58047
H 1.37873 0.64342 4.46821

Cartesian forces (eV/Å) of the 2 atoms listed first:
-2.1 0.4 -0.8
-0.1 0.6 -0.3


Formula: C4H32N2O13
Source: the Open Molecules 2025 dataset
Level of theory: ωB97M-V with the def2-TZVPD basis set

Summary:
**E_tot**: -1259.26382 hartree
**Highest occupied orbital energy**: -9.57 eV
**Structure (SMILES)**: N[C@H](CO)CNC=O.O.O.O.O.O.O.O.O.O.O.O

Cartesian coordinates (Å):
N 0.50765 2.16391 1.31269
C 0.03784 1.66356 0.01312
C -1.44332 1.85396 -0.26609
O -1.53696 3.30453 -0.21479
C 0.41852 0.16562 -0.11906
N 1.58458 -0.19713 0.61278
C 2.53636 -0.98804 0.08303
O 2.46497 -1.44084 -1.07890
H 0.04958 1.76997 2.11030
H 0.41702 3.17091 1.29765
H 0.56269 2.29241 -0.75444
H -1.82973 1.49094 -1.27312
H -2.09796 1.40134 0.55788
H -2.22108 3.61564 -0.88401
H -0.41613 -0.47949 0.30697
H 0.47706 -0.17987 -1.24818
H 1.77128 0.35783 1.50758
H 3.44922 -1.22056 0.71329
O 3.31084 2.19991 0.36952
H 3.29542 2.98954 -0.15042
H 2.32672 2.03701 0.50098
O 0.15114 -1.12763 4.04443
H 0.07223 -2.06295 3.99994
H -0.66506 -0.71897 3.68649
O -3.36168 -0.63080 -1.55435
H -3.16723 -0.96926 -0.64841
H -4.00765 -1.07484 -2.03518
O 2.48473 0.05374 3.26075
H 2.64975 0.77656 3.84555
H 1.69015 -0.32113 3.67184
O -2.01029 0.30157 3.17108
H -2.39854 -0.03874 2.32653
H -2.49895 0.99691 3.59690
O -2.85836 -1.13596 1.05008
H -2.23269 -1.93824 0.76260
H -3.64738 -1.68665 1.30407
O 2.22964 0.63899 -3.06528
H 3.11274 0.95538 -2.68031
H 2.11380 -0.18653 -2.54531
O -0.35616 1.22906 -3.37859
H 0.61854 1.15481 -3.34068
H -0.53909 1.17852 -4.31010
O -1.26224 -1.25161 -3.12283
H -2.03858 -1.26537 -2.53285
H -1.00858 -0.33730 -3.34832
O 0.18028 -2.81384 -1.50051
H -0.21776 -2.16752 -2.12110
H 1.10016 -2.56238 -1.35955
O -1.40427 -3.16685 0.44225
H -0.52376 -2.74113 0.14316
H -1.73517 -3.60391 -0.34989

Cartesian forces (eV/Å) of the 2 atoms listed first:
0.2 0.4 -1.2
0.5 -1.0 -0.6


Formula: C4H32NO12
Source: the Open Molecules 2025 dataset
Level of theory: ωB97M-V with the def2-TZVPD basis set

Summary:
**Net charge**: -1
**E_tot**: -1129.15481 hartree
**Highest occupied orbital energy**: -6.07 eV

Cartesian coordinates (Å):
C 0.55552 3.24097 -0.82191
N 0.90855 2.70000 -2.13769
C 1.52791 1.31527 -1.89408
C 0.62449 0.41380 -1.04238
C 0.77708 0.40143 0.54810
O -0.32321 -0.01640 1.22037
H 0.36697 4.37453 -0.81481
H 1.39683 3.09112 -0.10889
H -0.31092 2.72860 -0.47751
H 0.13920 2.79298 -2.81979
H 2.66205 1.34727 -1.73420
H 1.73879 0.77809 -2.84661
H -0.50055 0.41507 -1.09945
H 0.67380 -0.55097 -1.51743
H 1.61654 -0.26917 0.75086
H 0.70675 1.57679 0.84146
H -0.29584 -0.68798 2.59482
H -1.04795 -0.60930 3.87685
O -0.29527 -0.93940 3.57539
H -0.72713 -1.29858 0.51930
H -1.17043 -2.21443 -0.84951
O -0.96770 -2.19639 0.10081
H 1.97870 -0.10598 2.64878
H 3.28406 -0.81102 3.07139
O 2.81785 -0.46153 2.35855
H 2.18371 -2.22640 -0.62017
H 3.44325 -1.41157 -1.05008
O 2.66200 -1.88094 -1.35521
H -1.53330 0.60250 0.97531
H -2.93102 0.67878 1.24105
O -2.39962 1.11383 0.51979
H -1.47266 2.20312 -1.73686
H -2.92079 1.78225 -1.10765
O -2.42499 2.00152 -1.99343
H -2.84083 0.03119 -2.17845
H -1.97251 -1.24886 -1.79752
O -2.43706 -0.89148 -2.56572
H -2.27357 -1.88875 1.53765
H -1.75551 -1.59538 2.96452
O -2.56124 -1.85196 2.51607
H -1.45308 2.50317 1.89199
H -0.71707 1.33003 2.65906
O -0.77506 2.23116 2.70313
H 1.76260 -2.78118 1.36805
H 0.33825 -2.94020 0.43433
O 1.33369 -2.98510 0.62416
H 0.66190 -2.01697 -3.49587
H 1.16413 -2.85222 -2.29301
O 0.78273 -2.92131 -3.18355

Cartesian forces (eV/Å) of the 2 atoms listed first:
0.9 2.0 -0.6
1.7 -0.4 0.4


Formula: C4H33N2O12
Source: the Open Molecules 2025 dataset
Level of theory: ωB97M-V with the def2-TZVPD basis set

Summary:
**Net charge**: +1
**E_tot**: -1184.26784 hartree
**Highest occupied orbital energy**: -12.91 eV

Cartesian coordinates (Å):
C 2.14752 -1.45088 -1.68379
C 2.31325 -1.75721 -0.33068
C 2.20805 -0.57865 0.57541
C 0.86340 -0.67834 1.29617
N 0.37822 -0.25898 2.54700
O 0.10965 -1.45948 0.68255
N 0.73946 -1.67441 -2.02696
H 2.77497 -2.19087 -2.28825
H 2.27510 -0.36636 -2.12773
H 3.42261 -2.12015 -0.16400
H 1.56082 -2.47603 0.05597
H 2.45524 0.36388 0.16285
H 2.98078 -0.54899 1.43266
H -0.55320 -0.36125 2.78555
H 0.93319 0.62028 2.95702
H 0.42160 -0.87827 -2.52461
H 0.59652 -2.41148 -2.66055
H 0.09959 -1.74402 -1.15175
H -5.56049 -0.34100 -0.22962
H -4.41968 0.03581 -0.97172
O -5.27039 0.43309 -0.71514
H 1.62048 3.35140 0.22206
H 0.69023 3.10539 -0.77767
O 1.62606 3.19608 -0.69786
H -1.70157 0.33040 -0.84713
H -2.57921 -0.99292 -1.38072
O -2.39259 -0.02457 -1.55465
H 0.45280 1.42642 -1.29124
H 0.93607 1.76614 -2.69673
O 0.82643 1.09481 -2.05147
H -2.05205 -3.70531 2.15303
H -1.73198 -4.13219 0.86408
O -1.61722 -3.36796 1.37179
H -2.46263 -2.14121 -4.32801
H -2.67169 -2.89757 -3.01992
O -2.05625 -2.45239 -3.46900
H -1.34962 2.14957 -1.33663
H -1.53183 2.62853 0.08862
O -0.85468 2.15434 -0.43948
H 1.33388 -2.16940 3.62579
H 2.27153 -1.97183 4.83010
O 2.34831 -2.32789 3.87398
H -0.54158 3.01119 3.24284
H -0.39678 2.50946 4.66672
O 0.11266 2.82719 3.88063
H 2.10311 2.65076 2.62106
H 3.56700 2.50458 2.36468
O 2.73631 2.32532 1.92749
H -2.64862 3.57726 -2.06954
H -2.41824 2.26100 -2.68543
O -2.09453 3.15672 -2.70775

Cartesian forces (eV/Å) of the 2 atoms listed first:
0.9 0.8 -5.7
4.2 -1.2 4.5


Formula: C4H33NO13
Source: the Open Molecules 2025 dataset
Level of theory: ωB97M-V with the def2-TZVPD basis set

Summary:
**E_tot**: -1205.04541 hartree
**Highest occupied orbital energy**: -9.64 eV
**Structure (SMILES)**: OCCCNCO.O.O.O.O.O.O.O.O.O.O.O

Cartesian coordinates (Å):
O 0.44893 -3.56516 2.24368
C 0.25307 -3.14917 0.87803
C -1.15404 -2.60106 0.51706
C -1.64572 -1.18577 0.81652
N -0.81961 -0.23829 0.13783
C -1.29633 1.12465 0.08056
O -0.26741 1.89742 -0.41421
H 0.31715 -2.73928 2.76378
H 0.46797 -4.00797 0.20815
H 0.99096 -2.35976 0.74518
H -1.32140 -2.85126 -0.55863
H -1.81089 -3.30361 0.99709
H -2.72879 -1.22664 0.79362
H -1.42104 -1.17513 1.88374
H -0.59227 -0.48754 -0.81274
H -2.17173 1.06442 -0.63837
H -1.49386 1.57109 1.11380
H -0.31807 2.23793 -1.34003
O 1.10808 4.22666 -1.90959
H 0.37445 4.27540 -2.51894
H 1.14180 4.79966 -1.14600
O -2.47675 -0.44368 -4.41538
H -1.68140 -0.98381 -4.26217
H -3.14386 -1.13662 -4.47141
O 1.01131 3.09785 1.85869
H 0.47433 2.84894 1.08965
H 0.40459 3.36588 2.55631
O -0.01216 -1.08715 -3.56579
H 0.43681 -0.51499 -2.92058
H 0.32461 -0.87425 -4.45975
O 2.38157 0.08024 -2.75419
H 2.56327 -0.85905 -2.79885
H 2.83444 0.65024 -2.08243
O -0.38449 1.58228 3.67852
H -0.73428 0.77277 4.06243
H 0.21084 1.26882 2.99013
O -2.06372 -3.87438 3.18550
H -1.70950 -3.25613 3.82507
H -1.33348 -4.37197 2.78766
O -0.38750 2.10649 -3.11045
H -1.28849 1.76021 -3.11735
H 0.27450 1.37134 -3.24713
O 0.89775 -0.90194 3.22340
H 1.61197 -0.77749 3.85043
H 1.14788 -0.46949 2.36159
O 3.07883 1.67873 -0.80117
H 2.73963 2.56457 -0.98108
H 2.58315 1.37093 0.00877
O 1.70602 0.63835 1.28860
H 0.90733 0.52013 0.74039
H 1.56553 1.56662 1.64003

Cartesian forces (eV/Å) of the 2 atoms listed first:
-0.7 0.4 -0.4
0.2 0.9 0.1